*i*
Density functional theory data (the ωB97M-V functional and the def2-TZVPD basis) for the molecule C6H6O.

The calculation puts the HOMO-LUMO gap at 11.08 eV. Its SMILES is C#CC[C@H](O)C#C.

```
! RIJCOSX wB97M-V def2-TZVPD def2/J DEFGRID3
* xyz 0 1
O -0.3699 -0.4880 1.7193
C 1.5770 0.0289 0.4211
C -2.0680 1.3959 -0.8739
C -0.5172 -0.7703 -0.7096
C -1.3428 0.4358 -0.8079
C 0.3643 -0.8010 0.5599
C 2.5976 0.6609 0.3301
H -0.6566 0.4337 1.6406
H 0.1134 -0.8681 -1.6006
H 3.5111 1.2093 0.2562
H -2.7174 2.2392 -0.9594
H -1.1828 -1.6397 -0.6771
H 0.6913 -1.8366 0.7015
*
```



*ii*
Density functional theory data (the ωB97M-V functional and the def2-TZVPD basis) for the molecule C6H6O.

The calculation puts the HOMO-LUMO gap at 9.66 eV. Its SMILES is C#CC(C#C)CO.

```
! RIJCOSX wB97M-V def2-TZVPD def2/J DEFGRID3
* xyz 0 1
O -2.2011 0.3311 0.2186
C 1.9675 -1.6200 -1.2384
C 0.8820 2.1894 1.0471
C 0.5242 1.0683 0.7046
C -1.2518 -0.6560 -0.0968
C 0.1286 -0.0038 -0.1477
C 1.1760 -0.8617 -0.7276
H 2.6742 -2.2549 -1.7418
H -0.2936 1.0721 -0.5302
H -1.4701 -0.9874 -1.1194
H -1.3203 -1.5317 0.5595
H 1.2215 2.6521 1.9407
H -2.0371 0.6026 1.1313
*
```



*iii*
Density functional theory data (the ωB97M-V functional and the def2-TZVPD basis) for a cluster of 2 separate species, C6H6O in total.

The calculation puts the HOMO-LUMO gap (spin up / spin down) at 10.10 / 10.10 eV. Its SMILES is C#CC=O.C=C=C.

```
! RIJCOSX wB97M-V def2-TZVPD def2/J DEFGRID3
* xyz 0 1
O 0.0693 -0.0766 2.1933
C -1.7753 1.2405 0.0344
C 2.7301 0.3000 -0.0292
C -1.3416 0.2419 -0.6757
C -0.8760 -0.7723 -1.3609
C 1.7913 -0.1271 0.5924
C 0.6760 -0.6888 1.3431
H 3.5631 0.6935 -0.5710
H -1.4013 -1.7220 -1.3843
H 0.0453 -0.6847 -1.9291
H 0.4340 -1.7369 1.1024
H -1.4563 1.3595 1.0678
H -2.4588 1.9729 -0.3833
*
```



Which of them is most stable, and which least? Most stable: *i*; least stable: *ii*.



*i*
Density functional theory data (the ωB97M-V functional and the def2-TZVPD basis) for a cluster of 2 separate species, C6H6O in total.

The calculation puts the HOMO-LUMO gap at 9.94 eV. Its SMILES is C#CC=O.C#CC.

```
! RIJCOSX wB97M-V def2-TZVPD def2/J DEFGRID3
* xyz 0 1
O -3.8033 -3.0559 0.4674
C 3.2163 3.3378 -2.4740
C 3.6614 2.0723 -1.9324
C -4.3740 -2.8267 2.7419
C 4.1291 1.0507 -1.5005
C -3.4690 -2.8636 1.6086
C -5.1302 -2.9786 3.6662
H 4.0613 4.0174 -2.5905
H -2.4141 -2.8420 1.9483
H 2.7598 3.1944 -3.4531
H 4.6268 0.1797 -1.1848
H 2.5038 3.8041 -1.7938
H -5.7679 -3.0898 4.4966
*
```



*ii*
Density functional theory data (the ωB97M-V functional and the def2-TZVPD basis) for the molecule C6H6O.

The calculation puts the HOMO-LUMO gap at 9.51 eV. Its SMILES is OC=C=CC1=CC1.

```
! RIJCOSX wB97M-V def2-TZVPD def2/J DEFGRID3
* xyz 0 1
O 2.0229 1.9827 -0.1687
C -0.5756 -2.2198 0.5503
C -0.5333 -0.9173 0.4500
C 0.6998 1.8621 -0.4751
C -0.2530 -1.4752 -0.9192
C -0.9395 0.5251 0.9886
C -0.1988 1.3643 0.3235
H -0.9216 -3.0100 1.2630
H -1.0121 -1.2905 -1.7190
H 2.2196 1.3249 0.5150
H 0.3254 2.4850 -1.2688
H -1.5214 0.9819 1.8487
H 0.7318 -1.7043 -1.3768
*
```



Which of them is most stable, and which least? Most stable: *i*; least stable: *ii*.



*i*
Density functional theory data (the ωB97M-V functional and the def2-TZVPD basis) for a cluster of 2 separate species, C12H17N in total.

The calculation puts the HOMO-LUMO gap at 8.77 eV. Its SMILES is Cc1c[nH]c2ccccc12.CCC.

```
! RIJCOSX wB97M-V def2-TZVPD def2/J DEFGRID3
* xyz 0 1
N -0.7665 2.4852 -0.1476
C -0.7322 -3.9186 -1.3953
C 0.6398 1.5300 1.2694
C 0.3564 -0.5351 2.3880
C 1.1355 0.5898 2.2023
C 2.5415 3.3432 1.2716
C 1.2748 2.7411 0.8426
C -0.3087 -2.8107 -2.4092
C -0.5906 1.4106 0.6522
C -0.9337 -0.6902 1.8395
C 0.3581 3.3420 -0.0030
C -1.3137 -1.6201 -2.4401
C -1.3978 0.3295 1.0345
H -1.5951 -1.5177 -1.3891
H 0.8372 -1.2973 3.0004
H -2.3323 0.0715 0.5335
H -0.3734 -3.2468 -3.4018
H 0.7182 -2.4539 -2.2696
H 0.2200 4.2806 -0.5128
H 2.8743 3.1767 2.3019
H 2.4895 4.4368 1.1953
H -1.3870 -4.5401 -2.0205
H -1.5549 2.8885 -0.6310
H -0.7442 -0.6975 -2.6158
H -1.3956 -3.4392 -0.6735
H 0.0971 -4.4741 -0.9783
H -1.5206 -1.5602 2.0910
H 2.0244 0.8386 2.7601
H 3.4522 3.1064 0.6955
H -2.0726 -1.7690 -3.1901
*
```



*ii*
Density functional theory data (the ωB97M-V functional and the def2-TZVPD basis) for a cluster of 2 separate species, C12H17N in total.

The calculation puts the HOMO-LUMO gap at 8.81 eV. Its SMILES is Cc1c[nH]c2ccccc12.CCC.

```
! RIJCOSX wB97M-V def2-TZVPD def2/J DEFGRID3
* xyz 0 1
N -1.1332 -0.8401 -1.8508
C -1.6546 0.4644 -1.9478
C 2.5687 -1.2660 -1.7558
C -0.3545 -1.1632 3.0641
C 1.2472 -1.6788 -1.8218
C -1.7726 -1.7283 2.8672
C 1.8873 1.0755 -1.5690
C 0.5737 0.6419 -1.6854
C -0.6712 1.3653 -1.7608
C -0.7186 2.8377 -1.6393
C -0.2632 0.3699 2.9651
C 0.2260 -0.7538 -1.5942
C 2.8686 0.1091 -1.5588
H 0.3455 -1.6956 2.4417
H -2.2895 -1.4507 1.9327
H 3.3601 -2.0015 -1.8746
H 3.9192 0.3628 -1.6812
H 0.1799 0.6741 1.9965
H 0.0184 -1.2307 4.1146
H -1.1987 0.9581 3.1114
H -2.7146 0.5397 -2.1257
H 2.2080 2.0935 -1.7183
H -1.8597 -2.7045 3.3266
H -1.6558 -1.6910 -1.7654
H -2.2299 -1.0493 3.5973
H -0.1062 3.1075 -0.7686
H 1.0840 -2.7181 -2.1691
H 0.3818 0.7359 3.7502
H -0.5092 3.4814 -2.4967
H -1.7367 3.1548 -1.3840
*
```



Which of them is most stable, and which least? Most stable: *i*; least stable: *ii*.



*i*
Density functional theory data (the ωB97M-V functional and the def2-TZVPD basis) for a structure of composition C33H32Cl3CsGeNO12.

The calculation puts the HOMO-LUMO gap (spin up / spin down) at 5.07 / 6.64 eV. As for the expectation value of S²: 0.7544.

```
! RIJCOSX wB97M-V def2-TZVPD def2/J DEFGRID3
* xyz -2 2
Cs -1.0727 2.2217 -1.0102
Ge -0.0754 -2.4049 0.0345
Cl -4.6795 4.5255 6.0025
Cl 1.1655 3.7020 -3.8937
Cl -0.2917 1.8721 4.3096
O -3.8416 2.9582 -0.0415
O -0.2407 3.6107 -3.5603
O 1.4968 5.0470 -4.2689
O -2.0007 -0.8499 -2.1758
O 0.2536 0.2784 -2.9866
O 0.6121 4.3759 0.4064
O 1.9621 3.2996 -2.7581
O -4.3811 -2.5126 -0.0976
O -0.5175 0.6073 -5.0619
O -2.3434 -1.7266 0.4051
O -1.6151 1.9477 1.7182
O 1.4254 2.8036 -5.0086
N 2.8238 4.5575 0.0041
C -0.6044 0.1333 -3.8123
C 0.2289 -2.5441 2.9466
C 1.4390 -2.6280 -1.2527
C 0.1867 -5.3351 -0.1917
C 3.4092 -2.9703 -3.2315
C 2.6093 5.8457 -0.6338
C -1.4396 -6.9840 0.4622
C 1.6762 -0.9582 1.8912
C 0.6990 -1.9467 1.7737
C -1.9236 -4.6344 0.6951
C -4.2852 3.7459 3.4253
C -1.9220 -0.5580 -3.5359
C 2.1892 -0.5950 3.1283
C 3.7731 -2.7669 -1.9091
C -3.3128 -1.9518 -0.3728
C 1.9204 2.3923 0.7267
C 2.7960 -2.6014 -0.9328
C -3.2111 -1.5157 -1.8472
C 0.7295 -2.1759 4.1864
C 1.7161 -1.2032 4.2819
C -4.2305 3.2572 1.0739
C -0.1908 -6.6640 -0.0537
C -2.5322 3.1956 4.9700
C -0.6681 -4.2938 0.1836
C -2.2899 2.5225 2.5852
C -3.7831 3.7726 4.6925
C 4.0621 3.8931 -0.3575
C 1.0971 -2.8303 -2.5928
C 2.0616 -3.0067 -3.5711
C -1.8290 2.6041 3.9675
C -2.3039 -5.9647 0.8333
C -3.5731 3.1556 2.3637
C 1.7120 3.8481 0.3738
H 4.0026 3.4395 -1.3514
H -0.5427 -3.3034 2.8846
H 4.8228 -2.7393 -1.6370
H -4.0704 -0.8758 -2.0778
H 0.3433 -2.6417 5.0860
H 4.3212 3.1290 0.3720
H 4.8614 4.6355 -0.3600
H -5.2456 3.7072 1.1669
H -3.3038 -2.4318 -2.4468
H 0.4912 -7.4542 -0.3496
H -2.7329 0.1084 -3.8642
H 1.1656 -5.1068 -0.5988
H -1.9847 -1.4635 -4.1599
H -1.7372 -8.0215 0.5696
H -3.2859 -6.2008 1.2271
H 1.7158 6.3035 -0.2219
H 2.4203 1.8785 -0.0967
H 3.4722 6.4863 -0.4402
H 1.7694 -3.1574 -4.6045
H 2.0388 -0.4597 0.9989
H -2.6144 -3.8464 0.9676
H 2.0992 -0.9050 5.2508
H 4.1688 -3.0911 -3.9951
H 0.0464 -2.8443 -2.8683
H 3.0979 -2.4600 0.0994
H 2.5441 2.3039 1.6189
H -2.1341 3.2176 5.9758
H 0.2403 1.2358 -5.0823
H 2.4776 5.7288 -1.7140
H 0.9730 1.9040 0.9505
H 2.9452 0.1796 3.1971
H -5.2512 4.1940 3.2199
*
```



*ii*
Density functional theory data (the ωB97M-V functional and the def2-TZVPD basis) for a structure of composition C33H32Cl3CsGeNO12.

The calculation puts the HOMO-LUMO gap (spin up / spin down) at 6.00 / 6.78 eV. As for the expectation value of S²: 0.7528.

```
! RIJCOSX wB97M-V def2-TZVPD def2/J DEFGRID3
* xyz -2 2
Cs -0.1039 0.4289 -1.5832
Ge 0.5677 -1.7126 0.9738
Cl -3.5262 -0.3081 -1.9641
Cl 1.6267 4.9780 -3.9373
Cl 4.6668 6.7208 0.1649
O 0.9003 1.6960 0.5257
O -2.3630 2.4101 1.6097
O -4.7093 -0.3828 -1.1434
O -1.2838 -1.8354 -4.0582
O 2.2961 -0.8948 -0.8598
O 1.0499 2.7390 -2.1675
O -1.0670 0.0237 -5.2990
O -2.4430 -1.0026 -1.3532
O -3.8042 -0.9469 -3.2531
O 1.2868 -1.4781 -3.3054
O -3.1885 1.0688 -2.1943
O 4.1118 -2.1429 -1.3230
N -4.1692 3.0765 0.4327
C -2.8575 -3.6210 2.7071
C 2.1839 -6.0803 -0.1237
C -0.5811 -0.9001 -4.6892
C 0.7811 -4.1884 -0.6120
C 3.0703 5.7031 -1.7986
C -2.0466 -1.0091 2.2326
C -1.9253 3.6567 -0.3864
C 3.1746 4.4503 0.2497
C -1.6284 -3.3727 2.1093
C -1.2080 -2.0645 1.8733
C 3.3969 0.0076 4.4121
C 3.9370 -0.4140 3.2045
C 2.0286 -0.0798 4.6272
C 3.5603 5.5266 -0.4939
C 3.0668 -1.5508 -1.6113
C 2.6941 -1.5363 -3.1211
C 2.2015 -4.1591 1.3210
C 1.8446 2.4469 0.6476
C -5.0501 2.2766 1.2664
C -3.6804 -2.5634 3.0688
C 1.2513 -3.5290 0.5222
C -2.8219 2.9728 0.6261
C -4.7802 3.6327 -0.7616
C 3.1106 -0.9186 2.2079
C 0.9211 -1.1054 -4.6064
C 2.6646 -5.4290 1.0030
C 1.2434 -5.4572 -0.9318
C 2.2777 3.4991 -0.2498
C 1.7359 -1.0223 2.4240
C -3.2733 -1.2590 2.8314
C 2.2215 4.7710 -2.3155
C 1.7764 3.5787 -1.6023
C 1.2013 -0.5932 3.6372
H 3.1145 -2.4168 -3.6196
H -1.9804 4.7398 -0.2552
H 0.8775 -5.9627 -1.8181
H 2.5856 -3.6491 2.1970
H -4.7997 2.9104 -1.5799
H -2.2199 -1.5414 -3.9414
H -5.9181 2.8781 1.5453
H 2.5519 -7.0677 -0.3783
H 3.5182 -1.2219 1.2490
H -0.9900 -4.2010 1.8237
H 1.3873 -0.1601 -4.9064
H 3.4096 -5.9082 1.6284
H 1.6083 0.2604 5.5674
H -3.1769 -4.6421 2.8850
H 1.2222 -1.8705 -5.3403
H 3.1670 -0.6435 -3.5562
H 0.0569 -3.6975 -1.2535
H -2.1958 3.4044 -1.4089
H -3.9190 -0.4307 3.0981
H 3.3705 6.5617 -2.3831
H -5.3610 1.3754 0.7315
H 5.0045 -0.3370 3.0343
H 4.0390 0.4129 5.1866
H -5.8042 3.9153 -0.5071
H -1.7392 0.0134 2.0405
H -4.5074 1.9926 2.1632
H 2.4643 2.3972 1.5728
H -4.2493 4.5236 -1.0828
H 3.5554 4.3373 1.2594
H -4.6442 -2.7606 3.5249
H 0.1332 -0.6595 3.8032
H -0.8994 3.3410 -0.2126
*
```



Which of them is most stable, and which least? Most stable: *i*; least stable: *ii*.